The following is a DFT calculation (ωB97M-V/def2-TZVPD) of a molecular structure, C35H44AlBr2N4O2S3.

Calculated values
orbital gap = 0.29709 Eh
largest force on an atom = 0.010 hartree/bohr
LUMO energy = -8.56 eV
E_tot = -8313.9717 Ha
energy above the lowest of the compared OMol25 structures with the same formula, charge and spin = 0.159 eV

```
! wB97M-V def2-TZVPD RIJCOSX def2/J DEFGRID3
* xyz 3 1
Al 0.472 0.270 -0.811
Br 0.759 6.885 -1.093
C 0.703 5.034 -0.961
C 1.694 4.339 -0.279
C 1.616 2.966 -0.220
N 0.613 2.266 -0.781
C -0.357 2.949 -1.432
C -0.341 4.321 -1.546
C -1.436 2.098 -1.984
C -2.531 2.571 -2.679
C -3.494 1.661 -3.104
Br -4.995 2.253 -4.026
C -3.333 0.310 -2.812
C -2.214 -0.079 -2.111
N -1.273 0.792 -1.716
H 2.517 4.858 0.191
H 2.378 2.387 0.279
H -1.119 4.848 -2.078
H -2.657 3.622 -2.893
H -4.075 -0.417 -3.112
H -2.053 -1.115 -1.841
O 2.151 0.218 -0.105
S 2.984 -0.859 0.638
C 3.114 -2.209 -0.538
C 3.658 -1.834 -1.913
C 3.036 -2.689 -3.040
C 2.353 -1.865 -4.127
S 0.728 -1.198 -3.653
O 1.001 -0.752 -2.185
C -0.258 -2.661 -3.528
C -0.886 -3.061 -4.702
C -1.663 -4.210 -4.684
C -1.823 -4.920 -3.502
C -1.208 -4.493 -2.330
C -0.410 -3.359 -2.336
C 4.612 -0.185 0.655
C 5.027 0.765 -0.271
C 6.335 1.216 -0.207
C 7.201 0.717 0.761
C 6.766 -0.226 1.682
C 5.456 -0.679 1.642
H 2.096 -2.600 -0.583
H 3.715 -2.959 -0.017
H 4.741 -1.937 -1.917
H 3.446 -0.782 -2.100
H 2.322 -3.415 -2.642
H 3.806 -3.286 -3.528
H 2.131 -2.446 -5.025
H 2.942 -0.996 -4.425
H -0.775 -2.487 -5.616
H -2.150 -4.542 -5.591
H -2.436 -5.812 -3.491
H -1.344 -5.050 -1.413
H 0.070 -3.022 -1.427
H 4.343 1.149 -1.016
H 6.684 1.956 -0.914
H 8.221 1.074 0.800
H 7.442 -0.600 2.439
H 5.100 -1.399 2.369
C -2.118 -1.881 4.806
C -1.410 -0.914 5.754
C -1.492 0.559 5.334
C -0.380 1.016 4.396
N -0.267 0.231 3.149
C -0.947 0.280 2.026
S -0.581 -0.982 0.832
N -1.912 1.129 1.693
C -2.729 2.072 2.491
C -4.125 1.506 2.766
C -5.113 1.661 1.612
C -4.693 1.018 0.292
H -2.071 -2.899 5.191
H -1.682 -1.892 3.805
H -3.173 -1.618 4.711
H -0.363 -1.204 5.887
H -1.864 -1.010 6.740
H -1.413 1.201 6.214
H -2.475 0.756 4.898
H 0.580 0.887 4.894
H -0.461 2.071 4.142
H 0.382 -0.541 3.185
H -2.364 0.867 0.829
H -2.799 2.996 1.914
H -2.215 2.310 3.411
H -4.529 2.025 3.636
H -4.028 0.453 3.049
H -5.304 2.725 1.448
H -6.064 1.228 1.924
H -3.879 1.571 -0.194
H -5.524 1.027 -0.414
H -4.391 -0.026 0.428
*
```